6 unconnected molecules or ions with the total composition C49H48BClF2IN4O24. Source: the Open Molecules 2025 dataset; level of theory: ωB97M-V with the def2-TZVPD basis set.

```
130
C49H48BClF2IN4O24 | the Open Molecules 2025 dataset | ωB97M-V with the def2-TZVPD basis set
I 7.068 4.189 1.007
Cl 0.760 1.892 7.288
F 4.388 5.110 0.992
F 5.023 6.536 2.794
O 4.769 9.157 -2.715
O 0.032 6.439 -2.707
O -7.241 -6.178 -2.216
O 2.109 5.509 -1.438
O -9.498 -7.489 -1.463
O 6.854 7.545 4.803
O -12.977 -9.092 1.242
O -2.534 -10.748 -7.219
O -1.903 -7.052 -4.379
O -2.194 -4.663 -2.667
O -2.102 -1.530 -2.335
O -1.669 -2.301 -4.763
O 2.391 -0.148 -2.170
O -5.740 -6.137 -0.002
O -11.501 -9.056 3.371
O -0.237 8.559 3.964
O 8.404 6.654 3.181
O -3.717 -4.599 -4.851
O 2.800 -0.840 -4.618
O -4.262 -11.821 -5.604
O -1.094 6.979 2.603
O 2.685 10.128 -3.921
O -3.583 -8.155 -2.745
O -7.958 -7.522 0.722
N 2.345 3.484 4.663
N 5.335 2.294 4.148
N 3.987 4.955 4.005
N 4.140 2.636 3.436
C -5.551 -5.382 -3.629
C -9.118 -7.874 0.879
C -10.035 -7.886 -0.328
C 0.761 5.289 4.110
C 3.525 2.844 -2.240
C -2.415 -8.216 -4.756
C -11.839 -8.705 1.046
C -4.033 -10.057 -4.071
C 2.303 6.572 -2.009
C 2.490 9.056 -3.385
C 6.458 5.196 4.072
C -9.644 -8.279 2.160
C -2.742 -10.098 -6.213
C 0.590 -1.612 -4.857
C 3.364 1.429 6.608
C -0.518 7.412 3.755
C 5.190 5.230 3.212
C 1.583 -1.058 -4.147
C -10.925 -8.670 2.249
C -4.268 -4.998 -3.718
C 5.127 4.369 1.888
C 4.409 2.168 -3.063
C 4.326 3.035 2.034
C -2.113 -8.828 -5.908
C -5.192 -5.769 -1.137
C 0.114 -0.782 -2.088
C 3.492 3.701 4.085
C 1.227 8.342 -3.399
C 1.717 2.161 4.746
C 1.955 1.389 6.046
C -3.391 -8.801 -3.762
C 3.621 2.771 -0.865
C -0.268 6.265 4.698
C 3.567 7.268 -2.007
C 3.664 8.440 -2.655
C -6.088 -5.805 -2.355
C -0.884 -1.330 -2.798
C 1.137 7.171 -2.755
C -3.360 -4.996 -2.506
C -3.908 -5.382 -1.232
C -3.733 -10.673 -5.225
C 1.406 -0.622 -2.711
C -0.699 -1.794 -4.228
C -11.315 -8.283 -0.232
C 5.425 1.422 -2.499
C 5.531 1.345 -1.120
C 4.630 2.014 -0.296
C 1.558 4.607 5.214
C 4.768 1.844 1.200
B 7.290 6.554 3.974
H 0.043 6.666 5.660
H 1.987 1.559 3.885
H 0.398 8.781 -3.934
H 4.101 1.025 1.490
H 5.311 1.294 4.303
H 6.143 5.138 5.117
H -8.983 -8.254 3.014
H 3.321 3.292 1.693
H 3.817 2.417 6.573
H 2.895 3.310 -0.274
H 5.777 1.521 1.454
H 4.287 2.237 -4.136
H 0.873 4.179 5.939
H -3.252 -5.360 -0.373
H 7.066 4.316 3.896
H 0.647 2.346 4.672
H -1.418 -8.417 -6.625
H -0.009 -0.456 -1.065
H 4.554 9.953 -3.243
H -2.594 -1.946 -3.072
H -2.285 -6.865 -3.499
H -0.860 7.600 1.899
H 0.711 -1.932 -5.882
H 3.979 0.717 6.056
H -12.424 -9.286 3.136
H 1.709 0.353 5.821
H 6.152 2.489 3.578
H 2.731 3.424 -2.688
H 1.415 5.776 3.387
H -4.740 -10.461 -3.360
H 7.229 8.413 4.625
H 0.253 5.648 -2.179
H 4.012 5.441 4.895
H -6.676 -6.401 -0.140
H 3.346 1.073 7.634
H -6.211 -5.391 -4.485
H -8.561 -7.236 -1.328
H 0.225 4.512 3.563
H 2.202 5.302 5.747
H -3.865 -12.034 -6.472
H 4.398 6.819 -1.481
H 3.304 -0.434 -3.883
H 6.329 0.758 -0.685
H 6.122 0.891 -3.132
H -2.782 -4.380 -4.671
H 8.441 7.429 2.613
H -11.979 -8.299 -1.084
H -1.215 5.745 4.851
```

The gap between HOMO and LUMO is 7.3 eV. The net charge is +1. The calculation puts the total energy at -4903.1384 Eh.

These are the Löwdin partial charges, in e, on atoms 1 to 5:
1. I 1.198
2. Cl 0.654
3. F -0.034
4. F 0.065
5. O 0.127

***

A molecular structure, C49H48BrF4N4O2PS6Ta. Source: the Open Molecules 2025 dataset; level of theory: ωB97M-V with the def2-TZVPD basis set.

```
116
C49H48BrF4N4O2PS6Ta | the Open Molecules 2025 dataset | ωB97M-V with the def2-TZVPD basis set
Ta 0.326 0.414 0.363
Br -0.272 -2.531 1.303
S 1.655 3.050 1.316
S 0.875 1.565 2.472
S 0.988 -3.793 -3.504
S 2.693 -3.456 -1.109
S -1.001 2.405 -0.101
S -0.042 4.026 0.705
P -1.971 0.134 2.173
F -2.217 -4.833 5.477
F -3.747 -0.513 4.620
F -3.807 -2.727 6.092
F -0.586 -4.710 3.332
O -2.374 -2.329 -4.222
O -1.144 -0.264 -0.714
N 0.582 -1.953 -1.587
N 2.288 -0.583 0.706
N -0.599 -1.822 -2.299
N 1.538 1.113 -1.285
C -1.573 2.403 5.529
C -2.409 3.850 3.808
C -3.105 -1.370 -3.636
C -4.745 0.621 -2.548
C 0.168 0.388 -4.143
C 1.586 2.329 -2.087
C -5.894 0.392 0.876
C -1.419 -0.952 -1.827
C 1.654 4.670 -3.580
C 2.577 0.314 -1.487
C -1.687 2.062 -4.088
C -1.278 -2.494 2.906
C 2.986 -0.561 -0.509
C -1.963 3.667 5.107
C -5.138 -0.078 -3.690
C 4.129 -1.311 3.811
C -2.106 1.500 3.357
C 2.939 -3.330 2.960
C -2.700 -0.674 -2.480
C 1.677 -1.362 3.811
C -1.633 1.331 4.658
C -2.167 -3.729 4.753
C 3.417 -4.390 -2.482
C 0.574 2.583 -3.024
C -4.690 0.718 1.487
C -3.540 0.319 -1.959
C -2.040 -1.373 3.227
C -4.927 -1.626 0.015
C -2.476 2.774 2.934
C -2.913 -1.497 4.300
C 3.990 2.883 -1.215
C 0.612 3.774 -3.736
C 3.081 -1.295 1.568
C 4.201 -1.236 -0.397
C 2.702 4.353 -2.742
C -2.973 -2.650 5.068
C 2.707 3.184 -1.984
C -3.586 -0.118 1.346
C 5.037 2.267 -2.154
C 4.270 -1.669 0.903
C -1.325 -3.651 3.655
C -6.016 -0.775 0.140
C -4.332 -1.058 -4.226
C 4.622 4.128 -0.576
C -0.467 1.531 -3.342
C 1.313 -2.915 -2.025
C -3.722 -1.297 0.608
C 2.904 -1.790 3.006
C 2.276 -5.042 -3.238
H 4.698 1.349 -2.634
H -0.817 1.136 -2.392
H -1.550 -2.449 -3.705
H 4.094 -5.130 -2.058
H -0.174 3.997 -4.442
H -5.011 -2.541 -0.556
H 5.288 2.972 -2.948
H 1.540 -2.074 4.629
H -5.378 1.390 -2.128
H 4.206 -0.223 3.787
H -4.642 1.601 2.102
H 5.371 3.826 0.159
H -6.958 -1.027 -0.330
H 5.952 2.043 -1.602
H 4.011 -1.622 4.851
H -2.425 1.267 -4.194
H 3.981 -3.711 -3.121
H 2.965 -3.717 3.981
H -6.745 1.049 0.997
H -6.083 0.150 -4.166
H 0.549 0.767 -5.094
H -1.913 4.506 5.788
H 2.596 -5.396 -4.216
H -2.882 -1.972 0.494
H 5.076 -2.229 1.346
H -0.573 -0.385 -4.359
H -3.231 0.850 -1.069
H 0.996 -0.083 -3.610
H 1.817 -0.381 4.253
H 1.666 5.594 -4.142
H -1.300 0.357 5.000
H 3.823 -3.696 2.439
H -1.426 2.395 -5.094
H 3.895 4.766 -0.079
H 3.545 5.028 -2.673
H 0.756 -1.348 3.236
H -2.156 2.892 -3.557
H 2.061 -3.743 2.464
H 1.852 -5.873 -2.676
H 4.939 -1.342 -1.178
H -4.620 -1.606 -5.113
H 5.135 4.735 -1.323
H 3.148 0.418 -2.404
H -2.700 4.833 3.465
H 3.779 2.169 -0.419
H -1.214 2.253 6.539
H -2.786 2.947 1.913
H 5.062 -1.733 3.442
```

The gap between HOMO and LUMO is 6.5 eV. The energy above the lowest of the compared OMol25 structures with the same formula, charge and spin comes out at 87.4 kJ/mol. The net charge is +1. The calculation puts the total energy at -8026.4000 Eh.

These are the Löwdin partial charges, in e, on atoms 1 to 5:
1. Ta 1.300
2. Br 1.005
3. S 0.073
4. S 0.140
5. S 0.987